1.
# C39H19F12N4O2PReS3

C39H19F12N4O2PReS3 as an isolated structure (ωB97M-V/def2-TZVPD, OMol25).

Computed properties:
total energy = -127346.126 eV
Kohn-Sham gap (spin up / spin down) = 6.0 / 6.4 eV
spin multiplicity = 2
energy relative to the best compared isomer or geometry (same formula, charge and spin) = 53.1 kJ/mol

Cartesian coordinates (Å):
Re (1.880, 0.463, -0.224)
F (6.119, 1.779, 2.746)
C (5.536, 0.813, 3.473)
F (6.051, -0.360, 3.074)
F (5.907, 0.996, 4.753)
C (4.038, 0.844, 3.329)
C (3.225, 1.037, 4.419)
C (1.836, 1.078, 4.260)
C (1.322, 0.922, 2.998)
N (2.105, 0.725, 1.925)
C (3.452, 0.689, 2.059)
S (4.203, 0.385, 0.544)
H (3.666, 1.154, 5.399)
H (1.176, 1.231, 5.100)
H (0.257, 0.946, 2.818)
S (2.276, 0.403, -2.518)
C (2.389, 1.993, -3.054)
C (2.631, 2.219, -4.449)
N (2.802, 2.390, -5.572)
C (2.241, 3.051, -2.172)
S (1.878, 2.797, -0.543)
C (2.318, 4.408, -2.627)
N (2.383, 5.497, -2.988)
O (-0.083, -2.363, -0.107)
C (1.082, -2.584, -0.367)
N (2.080, -1.626, -0.462)
C (3.230, -2.255, -1.006)
O (4.184, -1.690, -1.471)
C (2.973, -3.724, -1.036)
C (3.790, -4.772, -1.409)
C (3.236, -6.046, -1.362)
C (1.911, -6.248, -0.974)
C (1.095, -5.180, -0.618)
C (1.665, -3.923, -0.654)
H (4.812, -4.603, -1.718)
H (3.839, -6.902, -1.635)
H (1.514, -7.254, -0.960)
H (0.062, -5.322, -0.330)
F (-3.010, -2.597, 5.322)
C (-3.776, -1.940, 4.436)
F (-4.396, -0.947, 5.102)
F (-4.734, -2.791, 4.024)
C (-2.980, -1.404, 3.277)
C (-3.643, -0.671, 2.302)
C (-2.933, -0.147, 1.237)
C (-1.562, -0.372, 1.122)
C (-0.916, -1.120, 2.098)
C (-1.618, -1.632, 3.180)
P (-0.624, 0.397, -0.253)
C (-1.351, 2.085, -0.110)
C (-0.899, 2.908, 0.918)
C (-1.477, 4.142, 1.156)
C (-2.522, 4.571, 0.352)
C (-2.986, 3.767, -0.677)
C (-2.409, 2.526, -0.900)
C (-3.192, 5.896, 0.595)
F (-4.441, 5.728, 1.074)
F (-3.302, 6.610, -0.538)
F (-2.524, 6.648, 1.484)
C (-1.396, -0.200, -1.790)
C (-2.253, -1.295, -1.823)
C (-2.811, -1.701, -3.024)
C (-2.514, -1.017, -4.193)
C (-1.662, 0.076, -4.173)
C (-1.107, 0.482, -2.970)
C (-3.163, -1.462, -5.476)
F (-4.482, -1.179, -5.477)
F (-2.629, -0.868, -6.553)
F (-3.051, -2.792, -5.651)
H (-4.709, -0.502, 2.380)
H (-3.458, 0.434, 0.490)
H (0.142, -1.322, 2.011)
H (-1.108, -2.212, 3.935)
H (-0.068, 2.597, 1.538)
H (-1.107, 4.771, 1.953)
H (-3.797, 4.105, -1.307)
H (-2.793, 1.910, -1.701)
H (-2.465, -1.848, -0.921)
H (-3.470, -2.559, -3.050)
H (-1.429, 0.605, -5.086)
H (-0.457, 1.348, -2.957)

---

2.
# C39H20KN9O3S

C39H20KN9O3S as an isolated structure at a distorted geometry (ωB97M-V/def2-TZVPD, OMol25).

Computed properties:
total energy = -87483.126 eV
Kohn-Sham gap = 4.5 eV
net charge = -2
energy relative to the best compared isomer or geometry (same formula, charge and spin) = 25.8 kJ/mol

Cartesian coordinates (Å):
K (-0.220, 0.660, 0.725)
C (-6.336, 3.512, -0.845)
C (-5.723, 4.743, -0.591)
C (-4.367, 4.828, -0.309)
C (-3.628, 3.654, -0.287)
C (-2.202, 3.363, -0.042)
N (-2.036, 1.974, -0.142)
C (-3.178, 1.401, -0.425)
N (-3.488, 0.085, -0.508)
C (-2.598, -0.914, -0.429)
C (-3.119, -2.235, -0.006)
C (-4.433, -2.637, 0.149)
C (-4.670, -3.962, 0.475)
C (-3.599, -4.838, 0.642)
C (-2.285, -4.411, 0.508)
C (-2.042, -3.080, 0.199)
C (-0.784, -2.251, -0.183)
N (1.645, -1.908, 0.245)
C (2.378, -0.808, 0.283)
N (2.113, 0.435, 0.647)
C (3.182, 1.260, 0.343)
N (3.214, 2.543, 0.301)
C (2.087, 3.368, 0.409)
N (0.795, 3.012, 0.378)
C (0.036, 4.149, 0.323)
N (-1.322, 4.274, 0.170)
C (0.885, 5.290, 0.349)
C (0.663, 6.678, 0.309)
C (1.744, 7.524, 0.326)
C (3.069, 7.019, 0.373)
C (3.305, 5.666, 0.404)
C (2.210, 4.787, 0.398)
C (4.305, 0.389, -0.113)
C (5.609, 0.661, -0.483)
C (6.394, -0.400, -0.924)
C (5.878, -1.693, -1.006)
C (4.560, -1.958, -0.647)
C (3.792, -0.901, -0.202)
N (-1.302, -0.992, -0.650)
C (-4.243, 2.428, -0.542)
C (-5.596, 2.337, -0.820)
H (-7.398, 3.480, -1.061)
H (-6.322, 5.647, -0.616)
H (-3.884, 5.776, -0.111)
H (-5.224, -1.917, -0.006)
H (-5.686, -4.322, 0.593)
H (-3.787, -5.873, 0.897)
H (-1.492, -5.123, 0.681)
H (-0.349, 7.061, 0.262)
H (1.589, 8.597, 0.298)
H (3.902, 7.714, 0.380)
H (4.314, 5.273, 0.430)
H (5.991, 1.672, -0.432)
H (7.422, -0.218, -1.215)
H (6.513, -2.498, -1.357)
H (4.140, -2.953, -0.709)
H (-6.047, 1.371, -1.008)
O (-0.044, -3.027, -2.363)
C (-0.021, -3.137, -1.162)
N (0.318, -1.907, 0.904)
S (0.564, -3.154, 1.979)
O (-0.669, -3.466, 2.649)
O (1.717, -2.898, 2.785)
C (0.946, -4.470, 0.842)
C (1.517, -5.620, 1.353)
C (1.787, -6.690, 0.506)
C (1.499, -6.591, -0.846)
C (0.937, -5.424, -1.352)
C (0.652, -4.355, -0.518)
H (1.765, -5.669, 2.404)
H (2.230, -7.594, 0.905)
H (1.714, -7.417, -1.512)
H (0.710, -5.316, -2.404)

---

3.
# C39H24HfN11S4Se

C39H24HfN11S4Se as an isolated structure (ωB97M-V/def2-TZVPD, OMol25).

Computed properties:
total energy = -167219.344 eV
Kohn-Sham gap = 6.4 eV
net charge = +1
energy relative to the best compared isomer or geometry (same formula, charge and spin) = 50.7 kJ/mol

Cartesian coordinates (Å):
Hf (0.096, 0.112, 0.242)
S (-1.106, 5.791, 5.660)
N (-1.139, 5.876, 4.053)
C (-1.028, 4.636, 3.610)
C (-1.019, 4.227, 2.218)
C (-1.146, 5.142, 1.175)
C (-1.151, 4.666, -0.110)
C (-1.013, 3.298, -0.321)
N (-0.868, 2.411, 0.656)
C (-0.885, 2.871, 1.921)
C (-0.754, 1.880, 2.991)
N (-0.621, 0.587, 2.626)
C (-0.552, -0.321, 3.595)
C (-0.579, -0.018, 4.949)
C (-0.691, 1.296, 5.327)
C (-0.788, 2.268, 4.334)
C (-0.922, 3.677, 4.644)
N (-0.954, 4.201, 5.857)
H (-1.239, 6.196, 1.404)
H (-1.252, 5.329, -0.958)
H (-0.995, 2.913, -1.325)
H (-0.478, -1.350, 3.291)
H (-0.514, -0.815, 5.677)
H (-0.716, 1.600, 6.366)
S (2.059, 1.525, 0.967)
C (3.039, 1.157, -0.464)
C (4.413, 0.997, -0.316)
C (5.228, 0.757, -1.411)
C (6.644, 0.585, -1.211)
N (7.769, 0.453, -1.017)
C (4.660, 0.674, -2.687)
C (3.292, 0.824, -2.838)
C (2.465, 1.064, -1.743)
S (0.734, 1.253, -1.989)
C (5.480, 0.432, -3.846)
N (6.123, 0.253, -4.782)
H (4.856, 1.076, 0.668)
H (2.850, 0.748, -3.823)
C (-3.232, -3.184, 0.975)
C (-2.547, -1.977, 0.821)
N (-1.247, -1.832, 1.029)
C (-0.553, -2.924, 1.460)
C (-1.158, -4.178, 1.621)
C (-2.532, -4.292, 1.356)
C (-0.387, -5.306, 2.053)
C (0.919, -5.170, 2.343)
C (1.556, -3.891, 2.243)
C (2.910, -3.714, 2.585)
C (3.461, -2.473, 2.492)
C (2.656, -1.406, 2.066)
N (1.386, -1.532, 1.736)
C (0.835, -2.774, 1.807)
H (-4.295, -3.221, 0.783)
H (-3.088, -1.102, 0.500)
H (-3.018, -5.253, 1.474)
H (-0.885, -6.263, 2.145)
H (1.511, -6.017, 2.666)
H (3.494, -4.568, 2.907)
H (4.502, -2.295, 2.721)
H (3.060, -0.405, 2.014)
C (-3.967, 2.171, -5.670)
C (-3.342, 1.042, -4.919)
C (-2.895, -0.117, -5.478)
C (-2.317, -1.084, -4.635)
N (-2.180, -0.893, -3.328)
C (-2.606, 0.245, -2.784)
S (-2.492, 0.604, -1.126)
N (-3.186, 1.189, -3.583)
C (-1.821, -2.380, -5.184)
H (-4.210, 1.866, -6.684)
H (-3.272, 3.011, -5.721)
H (-4.876, 2.516, -5.175)
H (-2.990, -0.287, -6.540)
H (-3.513, 2.028, -3.121)
H (-2.301, -2.625, -6.130)
H (-1.980, -3.175, -4.459)
H (-0.743, -2.304, -5.353)
Se (3.399, -2.777, -1.277)
C (1.854, -2.011, -1.094)
N (0.792, -1.509, -0.930)